Record 1
{
  "formula": "C44H60B2N15PS2W",
  "method": "ωB97M-V with the def2-TZVPD basis set",
  "species": ["W", "S", "S", "P", "N", "N", "N", "N", "N", "N", "N", "N", "N", "N", "N", "N", "N", "N", "N", "C", "C", "C", "C", "C", "C", "C", "C", "C", "C", "C", "C", "C", "C", "C", "C", "C", "C", "C", "C", "C", "C", "C", "C", "C", "C", "C", "C", "C", "C", "C", "C", "C", "C", "C", "C", "C", "C", "C", "C", "C", "C", "C", "C", "B", "B", "H", "H", "H", "H", "H", "H", "H", "H", "H", "H", "H", "H", "H", "H", "H", "H", "H", "H", "H", "H", "H", "H", "H", "H", "H", "H", "H", "H", "H", "H", "H", "H", "H", "H", "H", "H", "H", "H", "H", "H", "H", "H", "H", "H", "H", "H", "H", "H", "H", "H", "H", "H", "H", "H", "H", "H", "H", "H", "H", "H"],
  "xyz": [[1.104, -1.260, 1.033], [-0.179, 0.058, -1.116], [1.231, -3.464, -0.235], [-1.796, 2.396, -1.667], [-1.081, -2.017, 1.511], [-0.166, -3.540, -2.671], [0.735, 0.732, 1.926], [4.034, 1.913, 3.234], [1.329, -1.445, -2.646], [-0.610, -5.141, -1.264], [2.788, -2.430, 1.727], [1.695, 1.433, 2.573], [4.039, -1.905, 1.813], [-0.531, 1.652, -0.983], [3.505, 0.751, 1.031], [-1.409, -1.995, 2.725], [2.427, 0.534, -2.031], [2.701, -0.120, 0.251], [5.238, 2.464, 2.909], [-2.896, 3.241, -4.193], [-0.533, 3.815, -3.753], [-4.658, 2.270, -1.505], [0.064, -3.980, -1.426], [0.885, -1.487, 3.154], [-0.646, -5.952, -0.054], [-1.612, 2.744, -3.512], [-1.273, -5.442, -2.430], [1.862, -1.258, 4.129], [2.377, 1.967, -1.757], [-0.410, -1.696, 3.623], [-3.458, 0.319, -2.503], [-2.700, 5.098, -1.385], [-0.405, 4.525, -0.528], [-3.378, 1.424, -1.433], [1.110, 2.363, 3.367], [5.029, 2.347, 5.158], [-1.845, 4.010, -0.721], [-3.301, -2.980, -1.373], [-4.161, -3.969, 0.624], [-0.430, 1.198, 2.339], [4.773, -2.793, 2.470], [-4.259, -3.755, -0.746], [-3.131, -3.403, 1.355], [-0.249, 2.241, 3.253], [-3.349, 0.705, -0.073], [1.537, -1.246, 5.475], [4.656, 0.468, -0.861], [5.825, 2.732, 4.053], [-1.139, 1.467, -4.237], [-2.173, -2.602, 0.724], [3.337, -0.205, -1.055], [3.555, -1.590, -1.658], [-2.258, -2.418, -0.645], [2.763, -3.637, 2.352], [2.438, -2.092, -2.477], [-0.997, -4.445, -3.298], [3.901, 1.830, 4.596], [4.015, -3.918, 2.837], [-0.756, -1.691, 4.981], [4.711, 0.961, 0.366], [1.239, -0.125, -2.173], [-2.387, 3.778, 0.695], [0.225, -1.457, 5.915], [3.132, 1.320, 2.246], [0.151, -2.177, -3.406], [-0.519, -5.305, 0.809], [-0.421, 3.928, -4.833], [-3.353, -2.793, -2.438], [-2.500, 0.024, -0.001], [4.336, -4.802, 3.364], [-3.251, 4.193, -3.800], [-1.843, 2.979, 1.193], [-4.766, 2.945, -0.657], [3.031, 1.379, 5.048], [6.799, 3.195, 4.057], [-5.511, 1.585, -1.483], [0.161, 3.851, 0.113], [-3.066, -3.589, 2.414], [-0.843, -1.499, -3.396], [0.535, -2.438, -4.517], [-1.344, 0.754, 1.981], [-0.571, 1.764, -5.122], [-2.525, -0.238, -2.599], [-1.879, -6.325, -2.532], [0.434, 3.521, -3.359], [2.324, -1.094, 6.205], [-3.737, 0.705, -3.482], [-4.254, 0.098, 0.005], [-3.708, 2.518, -4.148], [-1.615, -6.442, 0.000], [-3.718, 4.771, -1.598], [-3.332, 1.387, 0.771], [3.780, -2.309, -0.867], [-4.891, -4.585, 1.134], [-0.479, 0.845, -3.638], [0.148, -6.697, -0.064], [-0.471, 5.502, -0.041], [-2.221, 4.696, 1.265], [2.516, -3.058, -2.962], [5.260, 2.434, 6.206], [-1.543, -1.806, -1.165], [-5.071, -4.194, -1.313], [5.820, -2.591, 2.646], [2.105, 2.181, -0.722], [2.898, -1.118, 3.836], [-4.738, 2.855, -2.419], [-1.786, -1.879, 5.262], [-1.969, 0.851, -4.575], [1.710, 3.066, 3.923], [1.854, -4.212, 2.419], [5.481, 1.524, 0.865], [1.640, 2.422, -2.402], [-4.232, -0.389, -2.196], [3.355, 2.391, -1.972], [-2.768, 5.938, -0.690], [-1.317, -4.295, -4.315], [4.441, -1.550, -2.299], [-1.006, 2.831, 3.742], [-0.794, 4.791, -3.353], [0.148, 4.653, -1.454], [-0.006, -1.455, 6.972], [-2.260, 5.480, -2.303], [5.417, 0.525, -1.623], [-2.664, 3.390, -5.251], [-3.455, 3.569, 0.724]],
  "de_lowest_kcal_mol": 46.63,
  "spin_multiplicity": 4,
  "max_force_ha_per_bohr": 0.0117,
  "homo_energy_ev": [-9.0, -9.6],
  "charge": 1,
  "gap_ev": [5.9, 6.2]
}


Record 2
{
  "formula": "C44H60F6N3O2PReS",
  "method": "ωB97M-V with the def2-TZVPD basis set",
  "species": ["Re", "S", "P", "F", "F", "F", "F", "F", "F", "O", "O", "N", "N", "N", "C", "C", "C", "C", "C", "C", "C", "C", "C", "C", "C", "C", "C", "C", "C", "C", "C", "C", "C", "C", "C", "C", "C", "C", "C", "C", "C", "C", "C", "C", "C", "C", "C", "C", "C", "C", "C", "C", "C", "C", "C", "C", "C", "C", "H", "H", "H", "H", "H", "H", "H", "H", "H", "H", "H", "H", "H", "H", "H", "H", "H", "H", "H", "H", "H", "H", "H", "H", "H", "H", "H", "H", "H", "H", "H", "H", "H", "H", "H", "H", "H", "H", "H", "H", "H", "H", "H", "H", "H", "H", "H", "H", "H", "H", "H", "H", "H", "H", "H", "H", "H", "H", "H", "H"],
  "xyz": [[10.952, 15.509, 13.808], [11.367, 18.017, 13.086], [7.177, 16.315, 13.029], [7.918, 15.423, 11.841], [7.855, 17.575, 12.379], [6.839, 17.185, 14.356], [8.887, 16.098, 13.894], [5.755, 16.532, 12.432], [6.810, 15.030, 13.810], [11.247, 15.298, 11.993], [11.391, 16.224, 15.475], [12.957, 15.416, 13.729], [9.479, 19.087, 14.559], [11.554, 20.184, 14.660], [13.412, 14.965, 12.554], [16.962, 16.224, 16.635], [16.395, 13.003, 9.145], [6.765, 12.144, 14.944], [6.726, 11.714, 12.611], [11.835, 22.256, 15.802], [10.843, 13.620, 14.299], [11.759, 15.169, 9.053], [17.294, 17.375, 17.637], [10.435, 14.394, 9.005], [13.096, 16.478, 17.129], [10.780, 19.161, 14.233], [16.213, 13.334, 10.616], [12.154, 17.034, 18.225], [17.417, 14.204, 11.050], [6.046, 11.803, 13.780], [8.055, 12.014, 12.478], [13.969, 14.207, 9.977], [15.465, 16.162, 16.323], [9.732, 20.933, 15.944], [12.872, 17.092, 19.585], [8.958, 19.871, 15.507], [13.611, 15.763, 14.920], [11.437, 16.653, 9.251], [17.306, 14.944, 17.430], [8.123, 12.296, 14.863], [12.727, 14.744, 10.188], [8.771, 12.291, 13.607], [14.923, 13.982, 10.966], [10.853, 12.203, 12.173], [10.946, 11.131, 14.337], [12.448, 15.047, 11.525], [16.226, 11.992, 11.395], [14.980, 15.859, 15.077], [14.660, 14.453, 12.267], [10.955, 16.059, 18.369], [14.481, 16.522, 17.338], [10.300, 12.290, 13.588], [12.493, 15.077, 7.669], [7.579, 19.569, 15.984], [11.710, 18.464, 17.838], [12.690, 16.160, 15.866], [11.032, 21.130, 15.428], [17.791, 16.405, 15.405], [17.038, 18.342, 17.174], [11.344, 22.904, 16.506], [10.307, 15.968, 17.467], [15.549, 15.734, 14.198], [10.845, 17.070, 8.500], [10.392, 12.832, 11.430], [10.598, 13.357, 8.932], [18.860, 16.337, 15.710], [18.309, 13.545, 11.142], [16.676, 14.888, 18.320], [10.712, 11.192, 11.872], [17.193, 14.688, 11.995], [16.502, 13.873, 8.517], [13.415, 16.171, 19.835], [17.677, 14.860, 10.263], [12.048, 11.230, 14.279], [11.041, 16.909, 10.259], [4.997, 11.601, 13.831], [17.378, 12.460, 9.040], [7.178, 20.442, 16.473], [17.220, 11.566, 11.469], [15.391, 14.393, 13.034], [17.611, 15.654, 14.627], [17.193, 14.051, 16.920], [14.892, 16.917, 18.250], [8.546, 12.065, 11.514], [6.847, 19.330, 15.213], [17.643, 17.375, 14.952], [8.947, 18.351, 14.117], [18.294, 14.943, 17.777], [12.389, 17.176, 9.081], [11.030, 13.291, 15.333], [15.701, 12.318, 8.680], [11.340, 18.444, 16.813], [15.556, 11.284, 10.949], [11.909, 15.313, 6.849], [9.940, 14.791, 8.062], [16.778, 17.317, 18.602], [12.534, 19.248, 17.939], [14.192, 13.911, 8.971], [10.817, 18.939, 18.390], [12.749, 14.021, 7.465], [18.370, 17.276, 17.923], [11.212, 15.003, 18.587], [10.234, 16.443, 19.111], [9.191, 21.699, 16.485], [9.868, 14.649, 9.842], [10.694, 10.183, 13.858], [15.907, 12.125, 12.437], [6.191, 11.454, 11.690], [7.587, 18.740, 16.629], [10.694, 11.172, 15.400], [12.239, 22.798, 14.939], [8.847, 12.426, 15.705], [13.578, 17.914, 19.553], [11.931, 12.392, 12.243], [12.110, 17.318, 20.318], [6.224, 12.143, 15.889], [13.393, 15.688, 7.673], [12.772, 21.870, 16.271]],
  "de_lowest_kcal_mol": 17.63,
  "spin_multiplicity": 3,
  "max_force_ha_per_bohr": 0.0595,
  "homo_energy_ev": [-10.3, -11.0],
  "charge": 1,
  "gap_ev": [6.1, 6.0]
}